No. 1
A 2-piece molecular cluster, C5H12O2 overall at a distorted geometry. Source: OMol25; level of theory: the ωB97M-V functional and the def2-TZVPD basis.

CARTESIAN COORDINATES (ANGSTROEM)
C: -2.184 -0.407 0.297
O: -1.951 -1.764 0.197
C: -0.890 0.192 0.975
C: 0.385 -0.232 0.298
C: 0.462 0.169 -1.236
C: 1.176 -0.787 -1.879
H: -2.525 -0.164 -0.724
H: -3.164 -0.293 0.869
H: -1.198 -2.073 0.760
H: -0.931 -0.165 1.997
H: -1.011 1.290 0.742
H: 1.238 0.202 0.889
H: 0.607 -1.359 0.471
H: 0.027 1.022 -1.751
H: 1.179 -0.449 -2.879
H: 1.567 -1.774 -1.578
H: 1.820 2.691 0.973
H: 2.919 1.808 0.458
O: 2.473 2.093 1.119

## Properties
HOMO: -9.6 eV
SMILES: C=CCCCO.O
Charge: 0
ΔE to the lowest compared entry with this formula, charge and spin: 364.1 kJ/mol

=====

No. 2
One molecule with the formula C5H12O2 at a distorted geometry. Source: OMol25; level of theory: the ωB97M-V functional and the def2-TZVPD basis.

CARTESIAN COORDINATES (ANGSTROEM)
C: -2.358 -0.097 0.235
C: -0.894 -0.375 0.270
C: -0.055 0.166 -0.900
O: -0.220 1.570 -0.862
C: 1.418 -0.257 -0.806
C: 1.892 -0.081 0.637
O: 1.090 -0.804 1.544
H: -2.781 -0.567 1.129
H: -2.462 0.985 0.309
H: -2.853 -0.483 -0.653
H: -0.703 -1.475 0.268
H: -0.706 0.311 1.320
H: -0.467 -0.249 -1.843
H: 0.405 1.972 -1.474
H: 2.040 0.334 -1.505
H: 1.526 -1.304 -1.120
H: 1.856 0.989 0.881
H: 2.915 -0.439 0.767
H: 0.354 -0.198 1.803

## Properties
HOMO: -9.4 eV
SMILES: CC[C@@H](O)CCO
Charge: 0
ΔE to the lowest compared entry with this formula, charge and spin: 231.4 kJ/mol

=====

No. 3
A 2-piece molecular cluster, C5H12O2S overall at a distorted geometry. Source: OMol25; level of theory: the ωB97M-V functional and the def2-TZVPD basis.

CARTESIAN COORDINATES (ANGSTROEM)
O: -0.222 1.129 2.484
C: -1.019 1.818 1.916
C: -1.445 1.695 0.480
C: -0.800 0.443 -0.207
C: 0.721 0.603 -0.176
S: 1.477 -0.986 -0.598
C: 2.452 -0.979 -2.064
H: -1.553 2.603 2.487
H: -1.170 2.554 -0.128
H: -2.507 1.505 0.544
H: -1.165 -0.430 0.330
H: -1.044 0.437 -1.255
H: 1.125 1.401 -0.778
H: 1.189 0.730 0.792
H: 1.780 -1.314 -2.875
H: 2.995 -0.086 -2.383
H: 3.057 -1.882 -1.949
H: -1.696 -2.786 0.512
H: -0.976 -3.019 1.852
O: -1.200 -3.436 1.016

## Properties
HOMO (spin up / spin down): -13.7 / -13.7 eV
Spin multiplicity: 2
<S²>: 0.75
Charge: +1
ΔE to the lowest compared entry with this formula, charge and spin: 0.0 kJ/mol

=====

No. 4
One molecule with the formula C5H12O2S2 at a distorted geometry. Source: OMol25; level of theory: the ωB97M-V functional and the def2-TZVPD basis.

CARTESIAN COORDINATES (ANGSTROEM)
C: 1.261 -1.196 0.679
C: 0.012 -2.296 -1.201
C: 0.899 0.024 -1.485
C: -1.854 2.278 1.753
C: 0.321 -0.978 -0.497
O: -0.715 2.618 -0.633
O: 0.708 1.817 1.209
S: -1.295 -0.319 0.157
S: -0.567 1.829 0.552
H: 0.857 -1.939 1.363
H: 2.225 -1.548 0.312
H: 1.423 -0.268 1.220
H: 0.946 -2.811 -1.424
H: -0.519 -2.119 -2.132
H: -0.595 -2.941 -0.570
H: 0.168 0.295 -2.243
H: 1.228 0.929 -0.982
H: 1.761 -0.422 -1.982
H: -1.688 1.669 2.632
H: -1.773 3.333 1.980
H: -2.804 2.046 1.290

## Properties
HOMO: -9.4 eV
SMILES: CC(C)(C)SS(C)(=O)=O
Charge: 0
ΔE to the lowest compared entry with this formula, charge and spin: 143.8 kJ/mol